Molecular formula: C32H26BrF4IN3NaO
Method: DFT, ωB97M-V/def2-TZVPD

Properties
Charge = -2
Energy above the lowest of the compared OMol25 structures with the same formula, charge and spin = 19.0 kcal/mol
F_max = 0.29 eV/Å
Gap between HOMO and LUMO (alpha / beta) = 5.83 / 5.83 eV
Lowest unoccupied orbital energy (alpha / beta) = 3.57 / 3.56 eV
HOMO level (alpha / beta) = -2.26 / -2.26 eV

Geometry (Å):
Na (0.3842, 0.1181, -1.0490)
Br (-0.1953, 2.5296, 1.3744)
C (-1.7938, 3.1964, 0.5617)
C (-2.5886, 3.9849, 1.3438)
C (-3.7896, 4.5016, 0.8105)
C (-4.1366, 4.2191, -0.4781)
C (-3.3156, 3.3994, -1.2945)
C (-3.6884, 3.1072, -2.6266)
C (-2.8944, 2.2976, -3.3876)
C (-1.7161, 1.7330, -2.8432)
C (-1.2700, 1.9511, -1.5495)
C (-2.1032, 2.8324, -0.7849)
H (-2.2978, 4.2090, 2.3614)
H (-4.4271, 5.1199, 1.4322)
H (-5.0565, 4.6135, -0.8988)
H (-4.6093, 3.5275, -3.0185)
H (-3.1802, 2.0742, -4.4121)
H (-1.1475, 1.0731, -3.4988)
C (4.1665, -0.9951, 0.7530)
C (3.3909, -0.3571, 1.8508)
N (2.0880, -0.3612, 1.9900)
C (1.8306, 0.2967, 3.1735)
C (2.9902, 0.7085, 3.7518)
N (3.9849, 0.2800, 2.8983)
H (3.5727, -0.9913, -0.1596)
H (4.4267, -2.0236, 1.0146)
H (5.0845, -0.4419, 0.5468)
H (0.8239, 0.4528, 3.5258)
H (3.1956, 1.2676, 4.6476)
H (4.9684, 0.4530, 2.9942)
F (-6.1495, 0.2229, -0.8863)
C (-5.0151, -0.2238, -0.2922)
C (-4.5872, -1.5164, -0.5485)
C (-3.4327, -1.9613, 0.0615)
C (-2.6851, -1.1337, 0.9383)
C (-1.4872, -1.5630, 1.5242)
C (-3.1813, 0.1760, 1.1644)
C (-4.3277, 0.6326, 0.5537)
H (-5.1332, -2.1684, -1.2204)
H (-3.0862, -2.9663, -0.1524)
H (-1.0608, -2.5235, 1.2713)
H (-0.9211, -0.9159, 2.1805)
H (-2.6202, 0.8353, 1.8141)
H (-4.6786, 1.6476, 0.6960)
N (-2.4254, -1.8394, -3.2773)
C (-1.4074, -2.4190, -2.5710)
O (-0.7701, -1.7888, -1.7216)
C (-1.1125, -3.7974, -2.8865)
I (-4.4340, -4.9851, -2.6589)
H (-2.7127, -0.9443, -2.9021)
H (-3.1816, -2.4697, -3.5281)
H (-0.5475, -4.3718, -2.1703)
H (-1.5058, -4.2643, -3.7742)
F (10.0286, 1.7091, -3.8178)
C (9.0203, 2.4775, -4.3039)
F (9.3262, 3.7492, -3.9734)
F (9.1356, 2.3979, -5.6529)
C (7.6808, 2.0520, -3.8122)
C (6.8687, 2.9085, -3.0804)
C (5.6301, 2.4831, -2.6344)
C (5.1573, 1.1876, -2.9020)
C (5.9971, 0.3405, -3.6538)
C (7.2326, 0.7627, -4.0977)
C (3.8953, 0.7447, -2.4235)
C (2.8163, 0.3384, -1.9847)
H (7.2105, 3.9115, -2.8613)
H (4.9956, 3.1497, -2.0656)
H (5.6467, -0.6586, -3.8754)
H (7.8640, 0.0951, -4.6728)

Cartesian forces (eV/Å) of the 2 atoms listed first:
0.16 0.11 -0.10
-0.04 0.01 -0.06